Entry 1:
A molecular structure, C39H37F5N12SSeSr, computed with ωB97M-V/def2-TZVPD.

Element x y z (Å)
Sr  0.34663  0.27567  0.58618
C  0.74639  -4.08856  -1.88362
C  0.73720  -2.64050  -1.48729
N  -0.14808  -2.12145  -0.71672
N  -1.15731  -2.93872  -0.31269
C  -2.17057  -2.52710  0.51855
N  -3.16955  -3.41945  0.61508
S  -2.20484  -1.09444  1.34518
C  1.78692  -1.73346  -2.03294
C  2.44444  -2.05833  -3.21460
C  3.43617  -1.21543  -3.69321
C  3.75389  -0.07939  -2.97092
C  3.03631  0.17969  -1.81312
N  2.06680  -0.61135  -1.35801
H  0.55975  -4.72342  -1.01461
H  1.71134  -4.38601  -2.28107
H  -0.01326  -4.30874  -2.63949
H  -1.19639  -3.87418  -0.68928
H  -3.23872  -4.23863  0.03518
H  -3.94442  -3.19372  1.21500
H  2.18573  -2.95270  -3.76216
H  3.95936  -1.45454  -4.60953
H  4.53892  0.59336  -3.28592
H  3.24815  1.06471  -1.22488
C  3.84302  -4.14178  2.73981
C  3.82416  -3.25618  1.67191
C  3.00685  -2.13745  1.72303
C  2.22454  -1.90538  2.84841
C  2.24035  -2.78849  3.92458
C  3.05327  -3.90580  3.86059
N  1.40694  -0.73928  2.81173
N  0.92797  -0.39621  3.90237
C  0.04619  0.72687  3.92057
C  -0.39486  1.09341  5.17993
C  -1.31023  2.13339  5.27583
C  -1.74409  2.75156  4.11842
C  -1.22812  2.33565  2.89562
N  -0.33370  1.35296  2.80400
H  4.47318  -5.02013  2.70271
H  4.45097  -3.43169  0.80756
H  2.99492  -1.42976  0.90174
H  1.61818  -2.59917  4.78703
H  3.07307  -4.60104  4.68877
H  -0.03803  0.55668  6.04663
H  -1.68519  2.44332  6.24173
H  -2.47720  3.54512  4.14602
H  -1.54162  2.79079  1.96461
N  -2.20954  3.37472  -5.38339
C  -0.98991  2.48172  -5.34324
C  -0.91133  1.87106  -3.94742
N  0.22525  1.02254  -3.67431
H  -2.28754  3.89255  -6.25900
H  -2.19674  4.04081  -4.60474
H  -3.06595  2.83120  -5.25096
H  -0.12955  3.10737  -5.57735
H  -1.11002  1.73965  -6.13144
H  -1.81872  1.29686  -3.74781
H  -0.92442  2.66989  -3.20296
H  1.11442  1.49713  -3.77456
H  0.26164  0.18627  -4.24343
N  5.35702  6.20179  0.74663
C  5.89301  7.37305  0.25380
C  6.97937  8.14920  0.64968
C  7.23212  9.27514  -0.10366
C  6.43477  9.62347  -1.21022
C  5.36214  8.85200  -1.59493
C  5.09012  7.70368  -0.84652
N  4.09496  6.75972  -1.00710
C  4.28443  5.89467  -0.04810
C  3.43849  4.71493  0.13183
C  3.68545  3.72578  1.08031
C  2.83211  2.63871  1.15056
N  1.77359  2.48481  0.35354
C  1.52538  3.44786  -0.54535
C  2.32339  4.56065  -0.69362
H  5.67115  5.70700  1.56178
H  7.59382  7.89166  1.50174
H  8.06482  9.91185  0.16265
H  6.67401  10.52166  -1.76278
H  4.74369  9.11619  -2.44155
H  4.52937  3.77458  1.75460
H  3.01861  1.84971  1.87330
H  0.63408  3.30802  -1.14846
H  2.10270  5.32156  -1.42824
F  -7.33527  4.65538  -0.51557
C  -6.16277  4.03807  -0.56578
C  -5.68622  3.33722  0.53084
F  -6.40888  3.28803  1.64526
C  -4.46362  2.69250  0.46364
F  -4.05335  2.03255  1.55395
C  -3.65979  2.72198  -0.67144
Se  -1.99456  1.84117  -0.74601
C  -4.17451  3.43685  -1.74009
F  -3.47193  3.51675  -2.91174
C  -5.39498  4.08111  -1.71611
F  -5.83001  4.73224  -2.79740

Force components x, y, z for each atom (eV/Å):
-0.4570 0.0437 -0.7203
-0.0059 -0.0141 0.0010
-0.0357 0.0573 -0.0421
-0.0300 -0.1073 0.0442
0.0381 -0.0330 0.0073
0.0075 -0.0974 -0.0054
0.0366 0.0103 -0.0024
0.0619 -0.1046 0.1541
0.0669 -0.0307 0.0263
-0.0233 0.0060 0.0194
0.0034 0.0112 -0.0022
-0.0103 -0.0027 -0.0006
-0.0174 0.0293 -0.0566
0.0188 -0.0180 0.1863
0.0108 0.0024 0.0053
-0.0011 0.0045 -0.0090
-0.0068 -0.0003 0.0057
-0.0352 0.0150 -0.0243
-0.0119 0.0082 -0.0112
0.0101 -0.0125 0.0181
0.0140 -0.0066 0.0005
0.0013 -0.0031 0.0006
0.0039 -0.0014 -0.0030
-0.0095 0.0024 -0.0025
0.0038 -0.0016 -0.0122
-0.0010 -0.0039 0.0018
0.0100 -0.0131 0.0236
0.0530 -0.0052 -0.0075
0.0227 -0.0349 -0.0275
-0.0182 0.0000 0.0134
-0.2692 0.2605 0.0730
0.0509 0.0087 0.1016
0.0178 0.1174 0.2359
-0.0554 -0.0449 -0.0509
-0.0044 0.0122 0.0062
-0.0258 0.0369 -0.0309
0.1758 -0.0120 0.2776
0.0046 -0.2201 0.0332
0.0142 0.0060 0.0022
-0.0008 -0.0036 -0.0029
-0.0193 -0.0065 -0.0025
-0.0060 0.0116 -0.0041
-0.0030 -0.0026 0.0002
0.0020 -0.0143 -0.0040
-0.0051 -0.0015 -0.0004
0.0065 0.0067 0.0083
0.0315 -0.0255 -0.0140
-0.0239 -0.0031 0.0330
0.0285 -0.0082 -0.0404
-0.0059 -0.0851 0.0462
0.2636 -0.0158 -0.1628
-0.0115 -0.0035 0.0034
0.0084 0.0056 -0.0056
0.0025 -0.0019 0.0027
-0.0093 0.0166 0.0247
-0.0112 0.0050 0.0021
-0.0162 0.0291 0.0159
-0.0301 -0.0004 -0.0002
-0.0487 0.0878 0.0138
-0.1364 0.0139 -0.0266
-0.0159 -0.0068 0.0124
-0.0068 -0.0052 -0.0420
0.0104 0.0320 0.0016
0.0049 -0.0084 0.0266
-0.0264 0.0005 -0.0113
0.0174 0.0111 0.0056
0.0141 -0.0089 0.0237
-0.0078 -0.0196 0.0082
0.0172 0.0167 -0.0148
-0.0185 0.0020 -0.0103
-0.0092 -0.0255 -0.0191
0.1167 0.0854 -0.0343
-0.0025 -0.0787 0.0331
0.0212 0.0156 0.0055
-0.0055 -0.0022 0.0244
0.0016 0.0056 0.0028
0.0028 -0.0103 -0.0016
0.0001 0.0022 0.0020
0.0041 -0.0026 -0.0066
0.0014 -0.0002 -0.0044
-0.0021 0.0006 0.0063
-0.0219 0.0161 0.0258
-0.0076 0.0151 0.0113
-0.0033 0.0055 0.0021
-0.0197 0.0036 -0.0029
0.0345 -0.0108 -0.0189
-0.0042 -0.0118 -0.0031
-0.0032 -0.0008 -0.0027
-0.0169 0.0575 -0.0041
-0.0178 0.0144 0.0174
-0.0270 0.0050 0.1944
0.3370 0.0854 -0.3019
0.0218 -0.0522 -0.0689
-0.0056 -0.0110 0.0021
-0.0086 -0.0106 0.0230
0.0024 0.0224 0.0030

Calculated values
ΔE to the lowest compared entry with this formula, charge and spin: 20.9 kcal per mole
net charge: +2
HOMO-LUMO gap: 0.2194 hartree

=====

Entry 2:
10 unconnected molecules or ions with the total composition C63H70F9N10O9S3, computed with ωB97M-V/def2-TZVPD.

Element x y z (Å)
C  -7.97362  -0.24352  17.02888
N  -7.38610  -0.46241  15.64966
C  -6.06748  -0.66598  15.50356
C  -5.52740  -0.92058  14.28846
C  -6.33475  -0.81033  13.13898
C  -7.69775  -0.65169  13.32676
C  -8.17635  -0.42840  14.56109
C  -5.85705  -0.95240  11.72407
C  -5.23939  0.06745  11.03161
C  -4.87646  -0.22771  9.69620
N  -5.20625  -1.34628  9.07609
C  -5.90077  -2.34062  9.70509
C  -6.12741  -2.20020  11.04937
C  -4.83181  -1.61973  7.66063
H  -7.94248  -1.20544  17.51930
H  -8.96259  0.12589  16.87766
H  -7.32653  0.47249  17.55489
H  -5.49335  -0.63578  16.43713
H  -4.46491  -1.01550  14.22505
H  -8.36531  -0.63011  12.45671
H  -9.14956  -0.03544  14.81779
H  -4.90534  0.94985  11.49382
H  -4.33355  0.57783  9.11668
H  -6.23593  -3.21295  9.21432
H  -6.60807  -3.01594  11.55520
H  -4.16192  -0.83264  7.34570
H  -5.63123  -1.52670  6.93262
H  -4.26756  -2.52285  7.59426
C  8.49259  8.34155  1.94936
N  8.14717  7.48699  3.16496
C  8.96169  6.50227  3.46558
C  8.66879  5.64286  4.50942
C  7.43002  5.69443  5.20966
C  6.69782  6.84790  4.93445
C  7.07407  7.70401  3.91758
C  7.21489  4.52321  6.11769
C  6.41301  3.43010  5.74771
C  6.47616  2.23483  6.36970
N  7.24841  2.07125  7.47595
C  7.95557  3.10780  7.89438
C  8.00087  4.33714  7.27209
C  7.31731  0.78637  8.35176
H  7.88142  9.29420  1.97211
H  8.23927  7.85916  1.02064
H  9.50502  8.73649  1.99122
H  9.73393  6.28221  2.72684
H  9.37808  4.75864  4.49632
H  5.80192  7.13535  5.41833
H  6.45653  8.52613  3.66985
H  5.76055  3.50930  4.83761
H  5.90871  1.29507  6.05183
H  8.61602  2.84478  8.76275
H  8.58520  5.11722  7.69659
H  6.94681  1.02115  9.33900
H  8.36652  0.49887  8.30442
H  6.66439  0.01198  7.86923
C  -3.83164  -4.93004  -14.27734
N  -2.87770  -4.82013  -13.14929
C  -2.94230  -5.71862  -12.18327
C  -2.07797  -5.64852  -11.10732
C  -1.15680  -4.56220  -10.95803
C  -1.10156  -3.61403  -11.99628
C  -1.94539  -3.80613  -13.10045
C  -0.35434  -4.55578  -9.68854
C  -0.70913  -3.56422  -8.79996
C  -0.00424  -3.49992  -7.62021
N  1.05094  -4.26089  -7.40853
C  1.52777  -5.14108  -8.29322
C  0.76871  -5.41123  -9.48750
C  1.86920  -4.16677  -6.14311
H  -4.27007  -3.92672  -14.41725
H  -4.57259  -5.70806  -13.93734
H  -3.25247  -5.18746  -15.15046
H  -3.71195  -6.45775  -12.30419
H  -2.11092  -6.47435  -10.39606
H  -0.46890  -2.72095  -12.02849
H  -1.96657  -3.06231  -13.93506
H  -1.45300  -2.79619  -8.97823
H  -0.17838  -2.72569  -6.85524
H  2.38818  -5.73105  -7.94584
H  1.08544  -6.16395  -10.17602
H  2.71811  -3.58420  -6.37825
H  2.18168  -5.06751  -5.66517
H  1.24057  -3.61803  -5.42318
C  -13.84074  -0.53164  -4.07140
N  -12.85979  0.60686  -3.81801
C  -11.54537  0.40664  -3.91085
C  -10.65739  1.43967  -3.59551
C  -11.18739  2.67491  -3.17836
C  -12.57335  2.84350  -3.06640
C  -13.37478  1.80258  -3.45921
C  -10.20615  3.75966  -2.84373
C  -10.67155  5.10210  -2.76506
C  -9.82297  6.11939  -2.38381
N  -8.47687  5.87827  -2.22154
C  -7.99239  4.61170  -2.38516
C  -8.87016  3.56935  -2.67122
C  -7.42565  6.96915  -2.00046
H  -13.91472  -0.57228  -5.18821
H  -14.76049  -0.21736  -3.68495
H  -13.51954  -1.33292  -3.42131
H  -11.22151  -0.60689  -4.18903
H  -9.53541  1.37238  -3.63517
H  -13.00390  3.71304  -2.70356
H  -14.44421  1.86796  -3.41620
H  -11.70502  5.35391  -2.92143
H  -10.12581  7.10095  -2.13384
H  -6.93864  4.40308  -2.17686
H  -8.40850  2.64771  -2.64637
H  -7.84517  7.90951  -1.65338
H  -6.92753  7.18107  -2.95545
H  -6.66696  6.70000  -1.26109
C  7.48734  -5.64605  -2.12998
N  8.10698  -4.62001  -3.08186
C  8.01827  -3.30821  -2.75194
C  8.55927  -2.30917  -3.58201
C  9.22169  -2.69696  -4.74880
C  9.30866  -4.00269  -5.04752
C  8.76813  -4.96090  -4.21358
C  10.06721  -1.78992  -5.60014
C  11.30814  -2.34921  -5.91992
C  12.23905  -1.73551  -6.70396
N  11.94302  -0.52058  -7.06588
C  10.75223  0.12474  -6.79539
C  9.77317  -0.53575  -6.08440
C  12.90792  0.24379  -7.93113
H  8.18179  -6.00405  -1.37415
H  7.10057  -6.43244  -2.73519
H  6.60324  -5.10621  -1.76616
H  7.47737  -2.92853  -1.88165
H  8.24043  -1.30503  -3.39600
H  9.76922  -4.40068  -5.98389
H  8.86078  -6.04052  -4.31142
H  11.55754  -3.33898  -5.48600
H  13.17999  -2.06394  -7.03146
H  10.68879  1.12040  -7.18853
H  8.82466  -0.05783  -5.95989
H  13.16075  1.15318  -7.45890
H  12.48302  0.38197  -8.93561
H  13.85457  -0.28235  -8.06599
C  -3.03242  0.67933  -1.82096
F  -2.10658  1.18048  -1.16885
F  -2.79796  0.14223  -2.92197
F  -4.18853  0.50357  -1.22384
S  -4.25962  3.23354  -3.10183
O  -2.80046  3.31198  -3.30736
O  -4.93172  2.19090  -3.88470
O  -4.79310  3.61012  -1.78073
C  -0.47859  0.77530  5.95161
F  -0.92096  1.87338  6.23811
F  -1.22577  -0.14266  5.68156
F  0.69991  0.78189  5.53478
S  1.32440  -1.00541  9.78316
O  2.30676  0.23449  10.34320
O  -0.14319  -1.12901  9.78850
O  2.37632  -1.89131  10.12175
C  3.08275  -2.10355  -2.79206
F  3.21474  -1.90675  -1.49641
F  2.01116  -2.95115  -2.92275
F  2.76131  -0.92520  -3.39230
S  4.58780  -2.71416  -3.68763
O  5.11183  -3.85009  -2.95807
O  4.10260  -3.04248  -5.04559
O  5.44091  -1.58392  -3.66341

Force components x, y, z for each atom (eV/Å):
1.4840 0.0199 -0.8292
0.1376 0.3407 0.0644
-0.3776 -0.3496 1.7485
0.1862 0.9525 -1.5593
0.4137 -0.8685 0.1966
-0.0337 0.0537 -1.9545
-0.8003 0.8484 2.3321
-0.1780 -1.3019 0.1831
0.3305 -2.3182 -1.4971
0.7469 2.8013 0.4303
-0.8151 -1.4704 -1.5193
0.6693 1.3294 2.1137
-0.3271 1.2105 -0.0704
0.5357 1.6298 0.0049
-0.2421 -0.1346 0.2485
-0.6162 0.2087 0.2415
-0.4057 -0.1912 -0.1586
-0.0943 -0.1282 -0.5149
0.4568 -0.2535 -0.1393
0.2038 0.1423 0.5125
-0.4318 -0.5578 -0.5357
0.1385 1.1303 0.3233
-0.6290 -1.3685 0.5561
0.1056 -0.6206 -0.9316
-0.1601 -0.1094 0.2912
0.3985 0.2552 0.1656
-0.5899 -0.4873 0.4712
-0.0069 -0.8070 0.0378
-1.4154 1.9710 1.0338
0.2618 1.9346 -1.7255
0.5055 -1.7136 0.2114
0.7190 -1.5463 -0.9853
2.0039 -0.0442 -0.2356
0.0124 -0.1512 -0.4462
-0.3218 -0.4944 0.4686
-0.1048 -0.0642 0.4869
-0.9053 1.2148 -2.2443
-1.0402 -2.8904 0.6847
-0.6371 -0.9943 0.3123
1.9739 0.1588 1.7518
-0.8166 -0.5519 -0.6247
-0.6535 0.3512 -2.2838
0.3569 -1.2417 0.2318
0.1551 -0.5756 -0.0883
0.2080 -0.6869 0.1317
0.1125 0.2300 0.5803
-1.1257 1.0713 0.7474
-0.7714 -0.1383 0.6376
-0.3524 0.7963 -0.2130
0.7350 -0.1141 1.0251
0.7687 1.7124 0.3763
-0.7851 0.7612 -0.7610
0.5194 0.4080 0.1649
0.0619 0.1035 0.1630
-0.1831 -0.1986 0.3396
0.6896 0.7723 0.5028
-0.5398 0.2327 0.7375
1.3088 1.6666 -0.2392
0.5577 0.0187 0.7123
0.7612 0.4823 0.1518
-0.9947 -1.8673 -0.6169
-0.7097 -0.4416 -0.5330
-0.6422 0.3390 0.0147
0.7370 -0.0935 -1.5917
0.5953 0.1635 0.9137
-0.2945 1.6057 0.5813
1.6832 -1.5218 1.0124
-1.7717 -1.6108 -1.8917
0.1590 2.0905 2.4308
-1.8922 1.7467 0.2754
-0.1331 -0.6764 0.0042
0.6267 1.0073 -1.0025
-0.1737 -0.3797 -0.3538
0.0125 -0.3839 0.2124
-0.0123 0.4328 0.0271
-0.0802 -0.5284 0.2653
0.0093 -0.9465 0.7494
-0.1609 -0.3889 -0.1481
-0.1330 -0.6080 -0.4027
-0.3782 0.4009 -0.5454
0.0596 -0.2430 -0.3486
0.8353 0.5895 -0.1131
-0.1588 -1.0578 -0.3642
0.4601 -0.1444 -0.2307
1.7547 1.4543 -1.0511
-1.4140 -0.3016 -0.0111
1.7016 0.1006 0.2954
0.0373 -0.3035 -0.1516
1.6859 0.5191 0.4472
0.8132 -1.8159 -1.0860
0.3356 0.2157 0.5609
-2.4894 0.5594 -0.8001
0.6219 0.3659 0.7134
1.0262 -1.2833 -0.2088
1.2262 0.0575 0.1165
-0.8620 0.1577 0.2877
1.3600 1.6527 0.5838
-0.4697 -0.0501 -0.3233
0.1323 -0.9873 1.1436
-1.4307 0.5445 0.4193
0.2021 -0.7189 -0.7586
-0.1683 0.6303 0.0806
-1.5801 -0.5263 -0.2419
-0.7741 1.4715 0.5094
-0.2845 -0.0107 -0.0176
-0.1413 0.0596 0.0057
-0.4038 0.8622 -0.1679
-0.2225 0.3028 -0.1909
0.7398 -1.9481 -0.1618
-0.5766 -0.1963 -0.0469
-0.1919 -0.2965 0.1705
-0.3492 -0.5571 -0.1825
-0.4143 1.5824 -0.7763
0.5654 0.6965 0.9323
0.0289 1.1142 -0.9252
-0.8430 -1.4652 -0.2427
0.3466 2.5051 0.4920
0.0475 -3.6400 -1.2133
-0.6211 -0.4971 1.1702
0.4863 -1.0960 0.1672
0.0956 -2.0586 1.1573
-1.1636 0.2380 0.8196
-0.4951 3.4235 -1.7009
1.1630 -1.4808 0.0600
0.2739 0.8170 -0.4134
-0.0397 -1.0153 -0.7763
0.0863 0.2874 -0.1148
-0.0225 -0.7319 -0.4370
0.3932 -0.3455 0.3581
-0.0053 -0.9416 -0.1910
0.3943 0.5033 0.3159
-0.3548 0.5673 0.9874
0.0197 0.2862 -0.5568
-0.0731 0.8594 -0.5014
0.9965 -0.9341 -0.0750
-0.2122 0.2302 -0.0872
-0.4021 0.1686 0.2525
-0.0594 1.1487 0.4520
-0.0458 0.1076 0.4938
-0.2984 -0.3515 0.2406
-4.4142 4.4254 -1.2724
2.5217 -0.2029 2.1887
0.7118 -2.4790 -1.3099
1.0343 -1.3916 0.1750
0.3476 1.8494 -1.6789
-1.2075 -0.7920 0.9926
0.2003 -0.2908 1.1889
0.3778 -1.0517 -0.2519
3.8939 -1.4068 5.7048
-2.8008 5.1119 0.0354
-3.7146 -3.7295 -2.7866
2.8430 -0.1123 -2.6937
3.8274 5.9402 1.8183
-5.0551 0.1116 -2.0151
1.8092 -0.1443 0.5155
-0.8615 -5.6853 -0.7143
-1.1458 0.0345 -0.8390
0.5358 0.1631 0.1543
0.7589 0.4843 -0.3118
-0.0801 -0.8012 0.5579
-0.6635 -1.6097 -1.8695
-0.3282 -0.3169 0.3605
0.1875 0.2425 1.7531
1.2956 1.7960 0.3163

Calculated values
ΔE to the lowest compared entry with this formula, charge and spin: 368.5 kcal per mole
net charge: +7
HOMO-LUMO gap: 0.0447 hartree